Molecular formula: C29H51NO11P2
Method: DFT, wB97M-V/def2-TZVPD

Values from the calculation:
total energy	-2700.58577	hartree
net charge	0
strongest force on any atom	8.2	eV/Å
SMILES string	COCCCCCCCCCCCc1cc(CN)cc2c1C(=O)C=CC2=O.COP(=O)(OC)OC.COP(=O)(OC)OC

Structure (XYZ):
```
94
Properties=species:S:1:pos:R:3:forces:R:3
C 1.079 -6.146 -0.396 -0.3 0.1 -0.6
O 0.880 -5.112 -1.358 -0.1 0.1 0.5
C 0.859 -3.841 -0.739 0.6 0.6 -0.5
C 1.012 -2.732 -1.772 -0.5 -0.3 0.0
C 0.574 -1.376 -1.210 0.6 -0.1 -0.2
C 1.392 -0.904 -0.001 -0.7 -0.3 -0.1
C 0.755 0.259 0.780 0.8 -0.1 -0.4
C 0.305 1.448 -0.085 0.0 0.5 0.4
C -1.064 2.021 0.286 0.2 -0.3 0.3
C -2.206 0.990 0.229 0.3 0.4 -0.2
C -3.545 1.595 -0.230 -0.4 -0.9 1.0
C -4.750 1.137 0.653 0.4 0.5 -0.7
C -5.862 0.464 -0.172 -0.1 -0.3 1.1
C -5.551 -1.004 -0.367 0.2 0.0 -0.3
C -5.519 -1.813 0.770 -0.1 0.0 -0.3
C -5.256 -3.177 0.731 0.0 0.3 0.0
C -5.289 -3.930 2.040 -0.3 -0.1 0.0
N -5.570 -5.360 1.884 0.3 0.3 -0.1
C -4.978 -3.761 -0.499 -0.1 0.2 0.5
C -5.009 -2.985 -1.646 0.2 -0.2 -0.1
C -5.282 -1.611 -1.605 -0.1 0.1 0.4
C -5.267 -0.862 -2.892 0.0 -0.4 -0.3
O -5.086 0.327 -3.006 0.0 0.5 0.1
C -5.450 -1.669 -4.130 -0.2 -0.6 -0.2
C -5.179 -2.969 -4.166 0.0 -0.1 0.1
C -4.725 -3.671 -2.949 -0.3 0.6 0.4
O -4.189 -4.746 -2.980 0.2 -0.7 -0.2
H 0.951 -5.783 0.623 0.1 0.1 0.1
H 0.320 -6.910 -0.560 0.1 -0.2 -0.1
H 2.079 -6.553 -0.542 0.0 -0.2 0.2
H 1.704 -3.759 -0.049 -0.1 -0.1 0.3
H -0.082 -3.660 -0.203 0.0 -0.3 0.2
H 2.030 -2.693 -2.160 0.1 0.0 0.1
H 0.357 -3.001 -2.604 0.0 0.1 -0.1
H -0.488 -1.441 -0.966 -0.1 0.1 0.0
H 0.715 -0.643 -2.005 -0.3 0.1 -0.1
H 2.393 -0.644 -0.351 0.1 0.0 0.1
H 1.466 -1.745 0.691 0.3 0.0 0.1
H -0.035 -0.122 1.428 -0.2 0.0 -0.1
H 1.544 0.625 1.440 -0.2 0.1 0.3
H 0.317 1.249 -1.156 0.0 -0.3 0.0
H 1.041 2.239 0.074 0.0 0.1 -0.2
H -1.003 2.403 1.309 0.0 0.1 0.0
H -1.279 2.880 -0.349 -0.1 0.0 -0.1
H -1.902 0.176 -0.432 -0.1 0.0 -0.1
H -2.307 0.531 1.213 -0.1 0.0 0.1
H -3.759 1.243 -1.235 0.1 0.5 -0.3
H -3.515 2.679 -0.167 0.2 0.1 -0.4
H -5.148 2.011 1.168 -0.2 0.0 0.0
H -4.374 0.465 1.422 -0.2 -0.1 0.1
H -6.066 0.995 -1.091 0.2 0.0 -0.1
H -6.768 0.518 0.440 -0.1 -0.1 -0.1
H -5.718 -1.358 1.734 -0.1 0.1 0.0
H -4.366 -3.729 2.596 0.1 0.0 -0.1
H -6.097 -3.483 2.621 0.0 -0.1 0.1
H -5.297 -5.836 2.735 -0.1 -0.1 0.0
H -4.972 -5.724 1.153 0.0 -0.2 0.1
H -4.743 -4.812 -0.549 0.0 0.0 -0.4
H -5.802 -1.194 -5.034 0.1 0.5 0.1
H -5.273 -3.564 -5.063 0.1 0.0 -0.1
C 3.045 5.456 4.116 -0.3 0.2 0.2
O 4.104 4.552 3.794 3.1 -1.5 -0.3
P 3.758 2.933 3.941 -7.5 0.4 0.9
O 2.558 2.902 3.041 0.9 0.0 -0.1
O 3.411 3.026 5.529 0.5 -0.1 -0.2
C 4.479 3.276 6.448 -0.1 -0.1 0.1
O 3.948 1.273 4.061 3.4 1.3 -0.3
C 4.676 0.604 3.011 -0.2 -0.1 -0.2
H 2.773 5.992 3.208 0.0 -0.1 0.0
H 2.170 4.952 4.515 0.0 -0.1 -0.1
H 3.419 6.165 4.857 0.1 0.0 0.0
H 4.148 4.029 7.161 0.0 0.0 0.0
H 5.376 3.646 5.946 0.0 0.0 0.0
H 4.719 2.356 6.982 0.0 0.0 0.0
H 5.701 0.970 2.951 0.0 -0.1 0.0
H 4.176 0.744 2.051 0.0 0.0 0.0
H 4.698 -0.456 3.252 -0.1 0.0 0.1
C 4.094 3.685 -0.548 0.2 0.2 0.5
O 3.572 3.295 -1.818 -1.6 0.2 -3.3
P 4.498 2.237 -2.709 5.0 -1.9 6.2
O 4.591 1.187 -1.634 -0.6 0.0 -0.7
O 5.785 3.237 -2.770 -0.5 0.1 -0.5
C 5.708 4.399 -3.603 0.1 0.0 0.0
O 5.190 1.273 -3.902 -2.7 1.8 -1.9
C 4.325 0.381 -4.628 0.0 -0.3 0.1
H 3.418 3.304 0.218 0.0 0.0 0.0
H 5.096 3.308 -0.368 0.0 -0.1 -0.1
H 4.114 4.775 -0.500 -0.1 0.0 -0.1
H 6.100 5.247 -3.046 0.0 0.0 0.0
H 4.681 4.626 -3.899 0.0 0.0 0.0
H 6.314 4.244 -4.496 0.0 0.0 0.0
H 3.557 0.934 -5.168 0.0 -0.1 -0.1
H 3.859 -0.333 -3.947 0.0 0.0 0.0
H 4.937 -0.157 -5.347 0.1 0.0 0.0
```
Forces are in eV/Å.

Charge distribution, Löwdin scheme, values in e: number 1, C, carries -0.10; number 2, O, carries -0.18; number 3, C, carries -0.27; number 4, C, carries -0.18; number 5, C, carries -0.22; number 6, C, carries -0.19; number 7, C, carries -0.18; number 8, C, carries -0.20; number 9, C, carries -0.20; number 10, C, carries -0.20; number 11, C, carries -0.17; number 12, C, carries -0.17; number 13, C, carries -0.14; number 14, C, carries -0.12; number 15, C, carries 0.02; number 16, C, carries -0.18; number 17, C, carries -0.23; number 18, N, carries 0.01; number 19, C, carries 0.04; number 20, C, carries -0.08; number 21, C, carries -0.03; number 22, C, carries -0.32; number 23, O, carries 0.10; number 24, C, carries 0.03; number 25, C, carries 0.02; number 26, C, carries -0.34; number 27, O, carries 0.12; number 28, H, carries 0.08; number 29, H, carries 0.08; number 30, H, carries 0.08; number 31, H, carries 0.11; number 32, H, carries 0.13; number 33, H, carries 0.11; number 34, H, carries 0.11; number 35, H, carries 0.10; number 36, H, carries 0.10; number 37, H, carries 0.11; number 38, H, carries 0.10; number 39, H, carries 0.11; number 40, H, carries 0.09; number 41, H, carries 0.10; number 42, H, carries 0.10; number 43, H, carries 0.11; number 44, H, carries 0.10; number 45, H, carries 0.09; number 46, H, carries 0.10; number 47, H, carries 0.09; number 48, H, carries 0.10; number 49, H, carries 0.11; number 50, H, carries 0.09; number 51, H, carries 0.10; number 52, H, carries 0.12; number 53, H, carries 0.13; number 54, H, carries 0.12; number 55, H, carries 0.11; number 56, H, carries 0.07; number 57, H, carries 0.05; number 58, H, carries 0.11; number 59, H, carries 0.12; number 60, H, carries 0.12; number 61, C, carries -0.11; number 62, O, carries -0.30; number 63, P, carries 0.61; number 64, O, carries -0.26; number 65, O, carries -0.26; number 66, C, carries -0.11; number 67, O, carries -0.23; number 68, C, carries -0.10; number 69, H, carries 0.09; number 70, H, carries 0.08; number 71, H, carries 0.09; number 72, H, carries 0.09; number 73, H, carries 0.08; number 74, H, carries 0.09; number 75, H, carries 0.08; number 76, H, carries 0.08; number 77, H, carries 0.09; number 78, C, carries -0.11; number 79, O, carries -0.30; number 80, P, carries 0.64; number 81, O, carries -0.26; number 82, O, carries -0.27; number 83, C, carries -0.11; number 84, O, carries -0.23; number 85, C, carries -0.11; number 86, H, carries 0.07; number 87, H, carries 0.08; number 88, H, carries 0.09; number 89, H, carries 0.09; number 90, H, carries 0.08; number 91, H, carries 0.09; number 92, H, carries 0.08; number 93, H, carries 0.08; number 94, H, carries 0.09



Molecular formula: C5H13N2O
Method: DFT, wB97M-V/def2-TZVPD

Values from the calculation:
total energy	-382.83525	hartree
net charge	+1
strongest force on any atom	1.5	eV/Å
ΔE to the lowest compared entry with this formula, charge and spin	0.718	eV
SMILES string	CC(C)NC(=O)C[NH3+]

Structure (XYZ):
```
21
Properties=species:S:1:pos:R:3:forces:R:3
N 2.599 -1.081 0.698 0.4 -0.1 -0.3
C 1.503 -0.062 0.634 -0.2 -1.2 -0.9
C 0.364 -0.903 0.004 0.4 0.3 0.6
N -0.646 -0.256 -0.539 -0.2 0.6 -0.3
C -1.913 1.268 0.871 0.2 -0.4 0.4
C -1.037 1.153 -0.367 0.2 -0.3 0.4
C -1.786 1.602 -1.594 -0.2 0.9 -0.3
O 0.530 -2.110 0.044 -0.3 -0.5 -0.3
H 2.754 -1.556 -0.202 -0.1 0.4 0.0
H 3.482 -0.729 1.048 0.2 0.2 0.2
H 2.245 -1.853 1.259 0.0 -0.2 0.4
H 1.777 0.747 -0.024 0.3 0.4 0.2
H 1.268 0.189 1.651 -0.1 0.6 0.3
H -1.327 -0.808 -1.012 -0.4 -0.7 -0.2
H -1.506 0.710 1.719 0.4 0.4 0.1
H -2.840 0.733 0.716 -0.5 0.2 -0.4
H -2.111 2.304 1.142 0.0 -0.1 0.0
H -0.106 1.716 -0.262 -0.2 0.2 0.1
H -2.345 2.523 -1.385 -0.1 -0.4 0.2
H -2.480 0.832 -1.936 0.0 0.1 0.0
H -1.135 1.905 -2.403 0.3 -0.4 -0.3
```
Forces are in eV/Å.

Charge distribution, Löwdin scheme, values in e: number 1, N, carries 0.18; number 2, C, carries -0.02; number 3, C, carries -0.48; number 4, N, carries 0.12; number 5, C, carries -0.04; number 6, C, carries -0.41; number 7, C, carries -0.04; number 8, O, carries 0.06; number 9, H, carries 0.18; number 10, H, carries 0.17; number 11, H, carries 0.16; number 12, H, carries 0.13; number 13, H, carries 0.14; number 14, H, carries 0.16; number 15, H, carries 0.08; number 16, H, carries 0.09; number 17, H, carries 0.09; number 18, H, carries 0.13; number 19, H, carries 0.10; number 20, H, carries 0.09; number 21, H, carries 0.08



Molecular formula: C16H20Cl4F4NO4S
Method: DFT, wB97M-V/def2-TZVPD

Values from the calculation:
total energy	-3615.24761	hartree
net charge	+1
strongest force on any atom	7.5	eV/Å
ΔE to the lowest compared entry with this formula, charge and spin	3.195	eV

Structure (XYZ):
```
50
Properties=species:S:1:pos:R:3:forces:R:3
C 2.639 -1.087 1.891 -0.5 0.6 0.5
C 1.388 -0.360 2.587 0.6 -0.5 -1.2
C 0.117 -1.327 2.678 1.4 0.4 1.0
O -1.098 -0.686 2.248 3.0 2.5 -2.4
C -1.416 -0.988 0.872 1.0 1.8 -1.4
C -0.536 -0.198 -0.161 2.1 0.5 -2.3
C -0.413 1.297 -0.108 -0.6 -2.1 0.4
C -1.153 2.034 1.042 0.4 3.4 -1.5
C -1.540 3.572 0.509 -2.6 -1.3 -1.6
C -2.820 3.625 -0.481 2.4 1.2 3.4
O -2.818 4.101 0.989 2.1 -1.2 -2.6
N 0.358 1.974 -1.025 0.1 -1.6 -0.2
C 1.043 1.346 -2.061 0.0 -3.1 0.6
S 1.994 2.440 -3.208 -2.9 4.8 -2.2
O 1.308 2.555 -4.495 1.3 -2.2 1.6
O 2.046 3.794 -2.634 0.4 -2.7 1.2
C 3.775 1.889 -3.388 2.7 -0.1 -0.4
F 4.008 1.293 -4.587 -0.7 0.5 2.1
F 4.135 1.099 -2.324 -0.6 1.0 -1.7
F 4.531 3.028 -3.377 -1.5 -1.8 0.3
C 1.006 -0.113 -2.209 -0.7 1.9 1.0
Cl 1.916 -0.799 -3.580 -1.0 0.7 1.6
C 0.208 -0.918 -1.233 0.3 1.8 0.5
C 0.212 -2.469 -1.412 -0.5 -0.8 -1.1
C -0.643 -2.840 -2.704 0.0 0.0 0.5
F 1.540 -2.967 -1.536 -1.3 1.0 0.2
H 3.559 -0.616 2.339 -0.7 -0.9 -0.6
H 2.678 -0.916 0.780 -0.2 -0.2 1.0
H 2.571 -2.191 2.070 0.5 1.0 0.0
H 1.173 0.542 1.942 -0.1 -0.9 0.9
H 1.728 0.000 3.593 -0.6 -0.4 -0.9
H 0.011 -1.606 3.771 -0.3 0.4 -1.2
H 0.300 -2.305 2.141 -0.3 1.1 0.2
H -2.489 -0.704 0.649 1.2 0.0 0.4
H -1.371 -2.101 0.735 0.6 1.4 -0.7
H -2.126 1.577 1.345 1.2 0.1 -0.2
H -0.441 2.234 1.884 -0.8 -0.8 -0.5
H -0.666 4.301 0.292 -1.7 -1.0 0.7
H -2.773 4.491 -1.189 -0.5 -1.1 0.6
H -3.470 2.728 -0.594 0.7 0.9 -0.2
H 0.470 3.000 -0.986 -0.1 -0.5 0.1
H -0.247 -3.041 -0.567 0.6 0.9 -0.5
H -1.717 -2.594 -2.455 1.1 -0.1 -0.5
H -0.283 -2.305 -3.619 -0.5 -0.4 0.9
H -0.613 -3.941 -2.922 0.2 1.0 0.5
C -3.131 -3.240 3.734 -0.6 -0.3 -0.3
Cl -3.610 -2.218 5.093 0.1 0.0 -0.1
Cl -4.481 -4.267 3.222 0.1 0.0 0.1
Cl -2.540 -2.241 2.390 -4.4 -4.8 3.7
H -2.319 -3.883 4.060 -0.1 0.1 -0.1
```
Forces are in eV/Å.

Charge distribution, Löwdin scheme, values in e: number 1, C, carries -0.09; number 2, C, carries -0.18; number 3, C, carries -0.20; number 4, O, carries -0.39; number 5, C, carries -0.34; number 6, C, carries 0.03; number 7, C, carries -0.08; number 8, C, carries -0.02; number 9, C, carries -0.23; number 10, C, carries -0.01; number 11, O, carries -0.09; number 12, N, carries 0.16; number 13, C, carries -0.20; number 14, S, carries 0.81; number 15, O, carries -0.25; number 16, O, carries -0.28; number 17, C, carries -0.58; number 18, F, carries 0.12; number 19, F, carries 0.11; number 20, F, carries 0.14; number 21, C, carries -0.42; number 22, Cl, carries 0.82; number 23, C, carries -0.02; number 24, C, carries -0.29; number 25, C, carries -0.02; number 26, F, carries -0.04; number 27, H, carries 0.08; number 28, H, carries 0.06; number 29, H, carries 0.08; number 30, H, carries 0.08; number 31, H, carries 0.11; number 32, H, carries 0.14; number 33, H, carries 0.12; number 34, H, carries 0.13; number 35, H, carries 0.05; number 36, H, carries 0.14; number 37, H, carries 0.14; number 38, H, carries 0.15; number 39, H, carries 0.11; number 40, H, carries 0.11; number 41, H, carries 0.16; number 42, H, carries 0.14; number 43, H, carries 0.10; number 44, H, carries 0.06; number 45, H, carries 0.10; number 46, C, carries -1.44; number 47, Cl, carries 0.55; number 48, Cl, carries 0.53; number 49, Cl, carries 0.83; number 50, H, carries 0.02



The LUMO level results, record by record, are as follows: -0.0655, -0.1281, -0.1980 hartree.
The frontier orbital gap results, record by record, are as follows: 7.50, 10.53, 6.76 eV.
The highest occupied orbital energy results, record by record, are as follows: -9.28, -14.01, -12.15 eV.